Record 1
{"formula": "C4H7N4O2", "method": "the ωB97M-V functional and the def2-TZVPD basis", "homo_ev": -14.74, "de_lowest_kj_mol": 13.7, "total_charge": 1, "gap_ev": 9.8, "smiles": "O=C(O)CCn1nnc[nH+]1", "e_tot_ev": -14307.720, "lumo_energy_ha": -0.1834, "symbols": ["O", "C", "O", "C", "C", "N", "N", "N", "C", "N", "H", "H", "H", "H", "H", "H", "H"], "positions_angstrom": [[-1.7352, 1.9873, -2.1907], [-1.0944, 1.2172, -1.5701], [0.1219, 0.7351, -2.0084], [-1.4124, 0.8235, -0.1417], [-1.0605, -0.6177, 0.2043], [0.3423, -0.8154, 0.6136], [0.8912, -1.9971, 0.6341], [2.1343, -1.8865, 1.0402], [2.3521, -0.5972, 1.2723], [1.2348, 0.0815, 1.0104], [0.0250, -0.1177, -2.4533], [-2.4474, 1.0378, 0.0954], [-0.8175, 1.5103, 0.4646], [-1.6977, -1.0085, 0.9929], [-1.1898, -1.2789, -0.6479], [3.2706, -0.1542, 1.6177], [1.0826, 1.0804, 1.0667]], "atomic_forces_ev_per_a": [[-0.32, 0.16, -0.25], [0.06, 0.18, 0.08], [0.13, -0.43, 0.28], [0.54, -0.09, 0.09], [-0.46, 0.12, -0.18], [0.39, -0.69, -0.02], [-0.25, 0.40, -0.06], [-0.04, 0.25, 0.02], [-0.16, -0.19, -0.05], [0.42, 0.03, 0.17], [0.06, 0.14, -0.28], [-0.14, -0.05, -0.09], [-0.19, 0.15, 0.18], [0.13, 0.07, 0.24], [0.02, -0.08, -0.04], [0.03, 0.04, 0.00], [-0.22, -0.02, -0.12]]}

---

Record 2
{"formula": "C16H18ClN3O3S", "method": "the ωB97M-V functional and the def2-TZVPD basis", "homo_ev": -8.79, "de_lowest_kj_mol": 1644.3, "total_charge": 0, "gap_ev": 8.4, "e_tot_ev": -50838.006, "lumo_energy_ha": -0.0142, "symbols": ["C", "N", "S", "O", "O", "C", "C", "C", "C", "C", "C", "H", "H", "Cl", "H", "H", "C", "H", "C", "O", "N", "H", "C", "C", "C", "N", "C", "C", "C", "C", "H", "H", "H", "H", "H", "H", "H", "H", "H", "H", "H", "H"], "positions_angstrom": [[-1.7670, 1.3449, -2.7423], [-1.6088, 0.2999, -1.6557], [-1.6077, 0.8287, -0.0076], [-2.4081, 2.0469, -0.1371], [-0.2339, 0.9370, 0.2415], [-2.3449, -0.3431, 0.6103], [-1.6408, -1.1033, 1.3675], [-2.1810, -2.4724, 2.0561], [-3.5310, -2.5898, 1.8847], [-4.4009, -1.6512, 1.0987], [-3.5805, -0.5590, 0.6886], [-4.0733, 0.0842, -0.0532], [-5.4671, -1.8556, 0.8243], [-4.4206, -3.8296, 2.7608], [-1.6518, -3.1793, 2.6298], [-0.5447, -0.9981, 1.5677], [-0.7884, -0.7470, -2.0970], [-1.2018, -1.3099, -2.7709], [0.7310, -0.6415, -2.3648], [1.2088, -0.9804, -3.3843], [1.4826, 0.3243, -1.7880], [1.0687, 0.8970, -0.7915], [2.8584, 0.6702, -1.7686], [3.6205, 0.1539, -0.6611], [3.1938, 0.1518, 0.6825], [2.3785, -0.6083, 1.3414], [1.8095, -0.2224, 2.2913], [1.9380, 0.9776, 3.1276], [2.5391, 2.1751, 2.2204], [3.0458, 1.7592, 1.0361], [3.6749, 2.3887, 0.5406], [2.6161, 2.9570, 2.5441], [1.4015, 1.2572, 3.9735], [1.4067, -1.0533, 2.8677], [3.5346, -1.0807, -0.8884], [4.6884, 0.2603, -0.5985], [3.0359, 1.5470, -1.9239], [3.0582, 0.4478, -2.7528], [-0.5773, -1.3646, -1.0134], [-2.1480, 2.2452, -2.2752], [-0.9084, 1.7764, -3.2043], [-2.2050, 1.0590, -3.4765]], "atomic_forces_ev_per_a": [[4.87, 3.92, 9.77], [-0.65, 2.35, -1.59], [1.43, 9.65, -10.43], [0.66, -1.64, 1.61], [1.87, 0.11, 3.15], [2.40, -3.92, 4.69], [5.43, -8.98, 5.95], [-1.05, 5.45, -3.09], [-2.49, 0.52, -0.40], [4.60, 0.17, 1.14], [-13.57, -1.60, -3.75], [-0.80, 0.16, 0.61], [1.34, 0.53, 0.57], [0.38, -0.04, -0.36], [0.98, -0.24, 0.49], [-1.15, 0.20, -0.44], [4.67, -0.42, 8.94], [-2.23, -3.33, -3.87], [-0.22, 5.03, -0.36], [0.88, -4.29, -4.27], [-3.34, 4.78, 8.86], [0.85, -2.84, -4.11], [-2.90, -7.69, -0.59], [2.53, -8.91, -1.19], [-3.69, 8.66, 1.71], [6.65, -4.19, -11.29], [-5.32, 4.15, 15.11], [1.74, 2.11, -7.82], [-2.90, -19.52, -3.09], [0.41, -5.26, 1.99], [1.37, 1.76, -1.88], [1.22, 15.56, 6.20], [-0.76, -0.22, 1.47], [-1.06, -0.03, 0.36], [0.65, 2.54, 0.39], [0.63, 0.76, -0.88], [0.72, 11.02, -0.50], [2.33, -2.27, -2.23], [-1.16, 0.44, -2.73], [-0.91, -0.17, -0.15], [1.99, -0.33, 0.33], [-6.40, -4.01, -8.31]]}